A molecular structure, C35H42AlClN3O8P2S. Source: the OMol25 dataset; level of theory: the ωB97M-V functional and the def2-TZVPD basis.

The geometry in XYZ format:
```
93
Properties=species:S:1:pos:R:3:forces:R:3
Cl -2.903 4.955 0.887 0.2 0.0 -0.1
S -3.484 0.687 -1.647 0.0 -0.2 0.2
P -0.361 -0.714 2.656 -0.2 -0.2 0.0
P 0.108 -0.901 -2.791 0.1 -0.2 -0.2
Al -0.760 -0.216 -0.588 0.4 0.5 -0.4
O -2.145 0.235 -2.162 -0.2 -0.1 0.0
O -3.364 0.032 1.016 -0.2 -0.1 -0.3
O -4.474 -0.378 -1.594 0.2 0.1 0.0
O -5.883 1.498 0.555 -0.1 -0.1 -0.2
O -3.909 1.910 -2.286 0.1 0.0 0.1
O -1.931 -1.409 -0.001 -0.1 -0.1 -0.1
O -3.587 -2.162 1.295 0.1 0.0 0.1
O -5.566 3.598 1.126 0.0 0.1 0.0
N 1.125 -0.691 -0.087 -0.2 0.2 0.3
N -1.456 2.799 0.196 0.1 0.1 -0.1
N -1.559 1.384 0.148 0.0 -0.5 0.1
C 2.248 4.673 -0.484 0.0 0.0 0.0
C -0.423 -2.513 3.141 0.1 0.0 0.0
C -1.983 -2.010 -4.334 0.1 0.1 0.0
C 1.867 -0.280 1.069 0.1 0.0 0.0
C -2.980 -1.275 0.763 0.2 0.4 -0.1
C -0.233 3.448 -0.028 0.1 0.0 0.0
C 1.070 5.300 -0.862 0.0 0.0 0.0
C -1.355 1.648 3.676 0.0 -0.1 0.0
C 1.909 -1.506 -0.934 -0.1 -0.1 0.2
C -3.638 2.360 0.552 -0.1 -0.1 -0.2
C 3.730 -3.100 -1.233 0.0 0.0 0.0
C 2.545 -2.325 -3.146 0.0 -0.1 0.0
C 2.178 3.423 0.110 0.0 0.0 0.0
C 3.585 -3.067 -2.620 0.0 0.0 0.0
C 3.617 0.335 3.200 0.0 0.0 0.0
C -5.081 2.557 0.754 0.2 0.0 0.2
C -2.970 1.097 0.143 0.0 0.0 -0.1
C 1.414 -0.367 2.405 0.1 -0.1 -0.2
C 0.999 0.006 -5.327 0.0 0.0 0.0
C 0.308 0.434 -4.038 0.0 0.1 0.2
C 3.156 0.240 0.855 -0.1 0.0 -0.1
C -0.844 -3.476 -2.629 0.0 0.1 0.0
C -0.937 0.249 4.152 0.2 0.1 0.0
C -0.095 0.408 5.423 -0.1 0.0 0.0
C 0.953 2.810 0.331 -0.1 0.1 0.1
C 1.705 -1.569 -2.330 -0.1 0.1 0.2
C -0.654 -2.350 -3.656 -0.3 0.0 0.2
C 4.017 0.546 1.887 0.0 0.0 0.0
C 2.327 -0.102 3.435 0.0 0.0 0.0
C 2.910 -2.355 -0.412 0.0 0.0 0.0
C -2.681 3.313 0.491 0.1 0.0 0.3
C 0.311 -3.319 2.065 -0.1 0.1 0.0
C 1.029 1.613 -3.378 0.0 -0.1 0.0
C -0.160 4.702 -0.646 -0.1 -0.2 -0.1
C 0.064 -2.907 4.532 0.0 -0.1 -0.1
H 5.001 0.944 1.666 0.0 0.0 0.0
H -1.269 -4.358 -3.115 0.0 0.0 0.0
H 1.103 6.265 -1.353 0.0 0.0 0.0
H 0.972 0.828 -6.046 0.0 0.0 0.0
H 1.392 -3.168 2.145 0.0 0.0 0.0
H 2.070 1.361 -3.155 0.0 0.0 0.0
H 0.516 -0.858 -5.791 0.0 0.0 0.0
H -1.864 -1.248 -5.108 0.0 0.0 0.0
H 0.703 1.135 5.263 0.0 0.0 0.0
H 4.488 -3.732 -0.783 0.0 0.0 0.0
H 4.290 0.530 4.026 0.0 0.0 0.0
H 3.044 -2.423 0.659 0.0 0.0 0.0
H 3.079 2.912 0.421 0.0 0.0 0.0
H 3.483 0.384 -0.169 0.0 0.0 0.0
H 4.240 -3.643 -3.261 0.0 0.0 0.0
H 3.206 5.150 -0.651 0.0 0.0 0.0
H -1.688 2.252 4.526 0.0 0.0 0.0
H -0.513 2.167 3.207 0.0 0.0 0.0
H -1.056 5.191 -0.990 -0.1 0.0 0.0
H -1.535 -3.160 -1.842 0.0 0.0 0.0
H 2.048 -0.240 -5.143 0.0 0.0 0.0
H 2.361 -2.354 -4.214 0.0 0.0 0.0
H 0.105 -4.387 2.182 0.0 0.0 0.0
H -2.392 -2.909 -4.802 0.0 0.0 0.0
H 0.346 -0.520 5.785 0.0 0.0 0.0
H -2.170 1.597 2.957 0.0 0.0 -0.1
H 0.546 1.903 -2.443 0.0 0.0 0.0
H 0.908 1.854 0.824 0.0 -0.1 0.0
H 0.000 -3.021 1.060 0.0 0.0 0.1
H -0.028 -3.991 4.653 0.0 0.0 0.0
H -1.488 -2.754 3.066 0.0 0.1 0.0
H -0.718 0.742 -4.248 -0.1 0.0 0.0
H -0.525 -2.438 5.321 0.0 0.0 0.0
H 1.020 2.484 -4.037 0.0 0.0 0.0
H -5.445 0.723 0.163 0.1 0.1 0.1
H 0.069 -2.668 -4.409 0.1 0.0 0.0
H -2.707 -1.642 -3.610 0.0 0.0 0.0
H 1.118 -2.649 4.674 0.0 0.0 0.0
H -1.848 -0.303 4.411 0.0 0.0 0.0
H -0.736 0.799 6.218 0.0 0.0 0.0
H 2.016 -0.256 4.456 0.0 0.0 0.0
H 0.101 -3.766 -2.166 0.0 0.0 0.0
```
Positions in Å, forces in eV/Å.

Properties
* Kohn-Sham gap: 7.01 eV
* net charge: -1
* strongest force on any atom: 0.7 eV/Å


A molecular structure, C41H33F3N5STeZr. Source: the OMol25 dataset; level of theory: the ωB97M-V functional and the def2-TZVPD basis.

The geometry in XYZ format:
```
85
Properties=species:S:1:pos:R:3:forces:R:3
Te -1.148 1.220 -0.626 0.1 0.0 -0.1
Zr 0.803 -0.643 0.981 0.1 0.6 -0.1
S 3.205 -1.484 1.116 -0.2 -0.2 -0.1
F 2.527 -2.526 -8.137 0.0 0.0 0.0
F 0.668 -1.495 -8.532 0.0 0.0 0.0
F 2.463 -0.370 -8.096 0.0 0.0 0.0
N 1.722 1.228 1.037 0.3 -0.4 0.3
N 1.623 -3.715 1.328 0.0 0.2 0.1
N 0.761 -2.788 1.831 -0.2 -0.2 0.1
N 3.594 -3.979 0.270 0.1 0.1 0.1
N -0.863 -0.862 2.591 0.1 -0.1 0.0
C -2.095 3.800 0.643 0.1 0.0 0.0
C -3.129 0.439 -2.773 0.0 0.0 0.0
C 1.620 1.066 3.467 0.1 -0.3 0.2
C 0.676 -1.543 -2.184 -0.1 0.0 0.1
C -2.706 -1.238 4.612 0.0 0.0 0.0
C 5.060 2.308 -1.272 0.1 0.0 0.0
C -3.064 -1.138 -0.954 0.1 0.0 0.1
C -3.526 1.940 1.182 0.0 -0.1 -0.1
C -2.883 4.630 1.430 0.0 0.0 0.0
C 1.537 1.831 2.308 -0.2 0.0 0.0
C -3.993 4.119 2.083 0.0 0.0 0.0
C 1.319 1.614 4.713 -0.1 0.1 -0.1
C -4.523 -1.518 -2.824 0.0 0.0 0.0
C 2.510 -1.420 -5.401 0.0 0.0 0.0
C -1.094 -2.105 3.073 0.1 -0.1 0.1
C -2.010 -2.322 4.091 0.0 0.2 -0.2
C -2.410 2.452 0.526 -0.1 0.0 0.1
C -4.081 -0.343 -3.412 0.0 0.0 0.0
C -0.487 -4.610 2.917 0.0 0.0 -0.1
C 1.771 -1.476 -7.772 0.0 0.0 -0.1
C 2.831 1.658 0.271 0.0 0.0 -0.1
C 2.801 1.497 -1.114 0.0 0.0 0.0
C -0.111 -1.663 -4.496 0.0 0.0 0.0
C 0.965 2.947 4.804 0.0 0.0 0.0
C 0.914 3.730 3.650 0.0 0.0 0.0
C 1.455 -1.513 -6.302 0.0 0.0 0.0
C 1.188 3.184 2.412 -0.1 -0.1 0.0
C -0.241 -3.191 2.534 0.1 0.1 0.2
C -4.015 -1.917 -1.596 0.0 0.0 0.0
C 2.258 -1.449 -4.044 0.0 0.0 0.0
C 3.914 1.817 -1.876 -0.1 0.0 0.0
C 0.149 -1.638 -5.856 0.0 0.0 0.0
C -4.319 2.776 1.951 0.0 0.0 0.0
C -2.624 0.044 -1.539 -0.1 -0.1 0.0
C -1.523 0.177 3.109 -0.1 0.0 0.0
C 3.986 2.153 0.881 -0.1 0.0 -0.2
C 0.942 -1.567 -3.586 0.0 0.0 0.0
C 5.088 2.478 0.105 0.0 0.0 0.0
C 2.745 -3.167 0.909 -0.2 -0.2 -0.1
C 0.432 -1.464 -0.991 0.3 0.0 0.0
C -2.460 0.030 4.118 0.1 0.1 -0.1
H -1.244 4.212 0.116 0.0 0.0 0.0
H 4.027 2.279 1.955 0.0 0.0 0.0
H 4.514 -3.668 0.016 0.0 0.0 0.0
H -5.198 2.382 2.444 0.0 0.0 0.0
H -4.475 -0.033 -4.370 0.0 0.0 0.0
H 0.653 4.777 3.724 0.0 0.0 0.0
H -3.791 0.894 1.074 0.0 0.0 0.0
H -1.288 1.154 2.704 0.0 0.0 0.0
H 1.976 0.035 3.424 0.0 0.1 -0.1
H -0.662 -1.712 -6.566 0.0 0.0 0.0
H 1.389 0.999 5.601 0.0 0.0 0.0
H 5.925 2.563 -1.868 0.0 0.0 0.0
H -3.424 -1.391 5.406 0.0 0.0 0.0
H 3.525 -1.324 -5.764 0.0 0.0 0.0
H 3.066 -1.372 -3.329 0.0 0.0 0.0
H -2.970 0.904 4.495 0.0 0.0 0.0
H -1.547 -4.855 2.842 0.0 0.0 0.0
H 3.343 -4.947 0.155 0.0 0.0 0.0
H -0.179 -4.777 3.952 0.0 0.0 0.0
H -5.263 -2.127 -3.325 0.0 0.0 0.0
H -4.354 -2.838 -1.141 0.0 0.0 0.0
H 0.747 3.391 5.765 0.0 0.0 0.0
H -2.784 1.352 -3.241 0.0 0.0 0.0
H -4.614 4.770 2.683 0.0 0.0 0.0
H -1.125 -1.752 -4.131 0.0 0.0 0.0
H 1.144 3.788 1.514 0.0 0.0 0.0
H 0.089 -5.273 2.279 0.0 0.0 0.0
H 1.903 1.126 -1.598 0.0 0.0 0.1
H -2.168 -3.317 4.476 0.0 0.0 0.0
H 5.978 2.861 0.587 0.0 0.0 0.0
H 3.873 1.691 -2.950 0.0 0.0 0.0
H -2.636 5.679 1.516 0.0 0.0 0.0
H -2.653 -1.463 -0.005 0.0 0.0 0.0
```
Positions in Å, forces in eV/Å.

Properties
* Kohn-Sham gap: 6.25 eV
* net charge: +1
* strongest force on any atom: 0.7 eV/Å


A molecular structure, C26H30ClN6O4RuSSe. Source: the OMol25 dataset; level of theory: the ωB97M-V functional and the def2-TZVPD basis.

The geometry in XYZ format:
```
70
Properties=species:S:1:pos:R:3:forces:R:3
Ru -0.140 0.465 0.050 -0.2 0.3 -0.4
Se 2.233 -1.102 -1.582 -0.2 -0.1 0.0
Cl -0.625 -0.255 5.609 0.0 0.0 -0.1
S -1.979 0.784 -0.998 0.1 0.1 -0.2
O -0.262 -1.449 -0.360 -0.4 -0.1 0.2
O -0.962 -3.349 0.584 0.1 0.0 0.1
O -1.275 -4.121 3.253 0.0 0.1 0.0
O -1.149 -3.056 5.192 0.0 0.1 0.0
N -0.523 -0.072 1.818 0.2 -0.2 0.0
N 1.337 0.503 -1.217 0.5 -0.2 0.7
N -3.046 3.173 -0.492 0.1 0.1 0.0
N -0.474 0.498 3.052 0.1 0.1 0.0
N -1.554 3.029 -2.332 -0.1 0.0 0.1
N 3.691 -0.251 -1.907 -0.1 0.1 0.0
C 0.483 3.954 2.021 0.0 0.0 0.0
C -0.731 -1.414 1.970 0.1 -0.2 -0.2
C -0.224 1.917 3.134 0.0 0.1 0.0
C -0.833 -1.735 3.289 -0.1 0.1 0.0
C -1.105 -3.052 4.001 0.1 -0.1 0.0
C -2.200 2.562 -1.280 -0.1 -0.1 0.0
C -0.406 2.630 4.309 0.0 0.0 0.0
C -5.054 6.417 -1.026 0.1 0.0 0.0
C 0.326 4.657 3.209 0.0 0.0 0.0
C -1.884 4.145 -3.274 0.0 0.0 0.1
C -4.724 4.924 -1.096 0.0 0.0 0.0
C -0.646 -0.483 3.965 -0.1 0.0 0.1
C 2.245 1.517 -1.383 -0.2 0.1 -0.1
C 2.001 2.888 -1.256 0.1 -0.1 0.0
C 3.547 1.065 -1.776 0.1 0.0 0.0
C -0.689 -2.193 0.678 0.1 0.1 -0.1
C -5.214 6.938 0.398 -0.1 0.0 0.0
C -0.875 7.056 -2.406 0.0 0.0 0.0
C 0.211 2.601 1.990 -0.2 -0.3 0.0
C 3.049 3.753 -1.492 0.0 0.0 0.0
C 4.604 1.983 -2.011 0.0 0.1 0.0
C -0.125 3.992 4.334 0.0 0.0 0.0
C -0.054 5.784 -2.589 0.0 0.0 0.0
C -0.607 4.866 -3.678 0.0 0.0 0.0
C 4.343 3.314 -1.859 0.0 -0.1 0.0
C -3.393 4.615 -0.425 0.0 -0.1 0.0
H -3.547 2.585 0.162 0.0 0.0 0.0
H 0.549 5.714 3.251 0.0 0.0 0.0
H -0.898 2.373 -2.739 0.0 0.0 0.0
H -5.975 6.580 -1.585 0.0 0.0 0.0
H -0.929 7.609 -3.344 0.0 0.0 0.0
H -1.193 -3.979 2.290 -0.1 0.0 0.0
H 0.132 4.118 -3.988 0.0 0.0 0.0
H 0.831 4.455 1.127 0.0 0.0 0.0
H 1.020 3.272 -1.006 0.0 0.0 0.0
H -2.374 3.667 -4.124 0.1 0.0 0.0
H -4.273 6.947 0.951 0.0 0.0 0.0
H 5.574 1.608 -2.310 0.0 0.0 0.0
H -4.278 6.983 -1.551 0.0 0.0 0.0
H 0.971 6.059 -2.848 0.0 0.0 0.0
H -2.560 5.176 -0.845 0.0 0.0 0.0
H -0.267 4.530 5.262 0.0 0.0 0.0
H -1.901 6.858 -2.087 0.0 0.0 0.0
H -4.698 4.587 -2.137 0.0 0.0 0.0
H -5.586 7.961 0.392 0.0 0.0 0.0
H -2.603 4.809 -2.812 0.0 0.0 0.0
H -3.421 4.843 0.641 -0.1 0.0 0.0
H 0.386 2.101 1.018 0.3 0.3 0.1
H -5.937 6.337 0.953 0.0 0.0 0.0
H -0.428 7.715 -1.663 0.0 0.0 0.0
H -5.513 4.350 -0.603 0.0 0.0 0.0
H 5.121 4.045 -2.031 0.0 0.0 0.0
H 2.874 4.818 -1.409 0.0 0.0 0.0
H -0.768 2.167 5.210 0.0 0.0 0.0
H -0.824 5.448 -4.575 0.0 0.0 0.0
H 0.010 5.234 -1.638 0.0 0.0 0.0
```
Positions in Å, forces in eV/Å.

Properties
* Kohn-Sham gap: 5.73 eV
* net charge: +3
* strongest force on any atom: 0.9 eV/Å


10 unconnected molecules or ions with the total composition C2H22NO11 in a non-equilibrium geometry. Source: the OMol25 dataset; level of theory: the ωB97M-V functional and the def2-TZVPD basis.

The geometry in XYZ format:
```
36
Properties=species:S:1:pos:R:3:forces:R:3
O 0.808 0.072 3.409 0.0 0.2 -0.1
O -1.620 0.475 0.510 -0.1 0.0 -0.6
O 0.363 -1.396 -3.760 -1.0 0.1 0.4
O -2.523 -2.506 -0.479 0.2 0.1 -0.2
O 3.234 0.927 0.603 0.4 -0.3 0.0
O -1.625 -1.230 2.637 0.1 -0.4 0.3
O 2.339 -1.536 -0.793 0.2 0.3 0.2
O 0.581 -3.405 0.362 -0.1 -0.1 -0.2
O 1.497 3.711 0.270 -0.2 0.2 0.3
O -1.024 2.570 2.111 0.1 -0.4 0.6
O -0.354 -0.754 -0.846 -0.4 0.3 -0.2
N -1.002 1.606 -2.646 0.8 -0.4 0.1
C -0.432 1.593 -1.259 -1.5 0.0 -0.9
C -0.850 0.354 -0.472 0.4 -0.2 0.7
H -1.782 0.964 -2.695 -0.2 0.0 0.0
H -0.913 2.469 -0.830 0.5 0.1 0.7
H 3.215 0.025 0.233 -0.3 0.3 0.2
H 2.143 -2.477 -0.750 0.2 0.0 0.2
H -1.750 -1.266 1.680 0.0 0.2 -0.1
H -0.009 -2.635 0.319 0.0 0.0 0.1
H -1.950 -1.729 -0.664 -0.1 -0.4 0.2
H 1.004 3.872 1.085 0.1 0.0 0.0
H 2.413 1.078 1.081 -0.1 -0.1 -0.2
H 0.652 1.614 -1.298 0.2 0.2 0.0
H -1.569 -0.286 2.806 -0.2 0.1 -0.1
H -3.221 -2.210 0.110 0.0 0.2 0.0
H -0.324 1.242 -3.307 0.0 0.0 0.0
H -0.392 -1.997 -3.673 0.3 -0.2 -0.4
H -1.495 1.879 1.594 0.3 0.3 -0.2
H 0.492 -3.754 -0.533 -0.2 -0.2 0.1
H 1.510 -1.167 -0.445 0.0 0.1 -0.5
H 0.100 -0.806 -3.029 0.7 0.0 0.2
H 0.846 3.216 -0.234 0.1 0.0 -0.2
H -0.548 2.038 2.776 -0.1 0.3 -0.4
H 0.428 -0.643 2.870 0.1 0.0 0.2
H 1.759 0.089 3.256 -0.2 -0.2 -0.1
```
Positions in Å, forces in eV/Å.

Properties
* Kohn-Sham gap: 9.72 eV
* net charge: -1
* strongest force on any atom: 1.8 eV/Å